[1]
Below is C6H10O3S2 in the gas phase in a non-equilibrium geometry, with properties calculated with ωB97M-V/def2-TZVPD.

Summary:
HOMO energy = -7.895 eV
ΔE to the lowest compared entry with this formula, charge and spin = 46.6 kcal/mol
LUMO level = 0.66 eV
Gap between HOMO and LUMO = 8.558 eV

Each line ends with the natural charge from an NBO analysis.
CARTESIAN COORDINATES (ANGSTROEM)
C1 -2.4928 -2.0050 1.6648  -0.233
O1 -1.8444 -0.8563 0.9788  -0.532
C2 -0.6971 -0.7976 0.1616  0.410
C3 -0.0848 -2.1144 -0.3867  -0.702
C4 -0.1890 0.3846 -0.2837  -0.649
S1 -0.8125 1.9240 0.0829  0.302
C5 0.6177 2.9867 -0.4428  -0.513
C6 1.8707 2.1856 -0.8393  -0.651
S2 1.5020 0.3498 -0.7416  2.152
O2 1.8066 -0.2703 -2.0235  -0.925
O3 2.2969 -0.0737 0.3883  -0.942
H1 -2.8224 -2.7804 1.0954  0.183
H2 -1.9120 -2.3061 2.5205  0.190
H3 -3.3969 -1.4528 2.1568  0.207
H4 0.7848 -2.3304 0.1293  0.240
H5 0.2041 -1.8563 -1.4996  0.265
H6 -0.8124 -2.9851 -0.3363  0.228
H7 0.6784 3.4872 0.5307  0.235
H8 0.2951 3.6398 -1.1966  0.225
H9 2.2760 2.4073 -1.8236  0.250
H10 2.7321 2.4634 -0.1354  0.261

Atoms 1-6, force components in eV/Å:
-0.11 4.81 2.23
0.84 0.36 -0.95
-0.99 -1.89 -0.02
-2.40 1.21 -2.40
-0.51 -1.74 0.85
-0.63 0.93 -0.07

---

[2]
Below is 3 unconnected molecules or ions with the total composition C16H26N4O5S2 in a non-equilibrium geometry, with properties calculated with ωB97M-V/def2-TZVPD.

Summary:
HOMO energy = -8.755 eV
ΔE to the lowest compared entry with this formula, charge and spin = 9.8 kcal/mol
LUMO level = -0.66 eV
Gap between HOMO and LUMO = 8.090 eV

Each line ends with the natural charge from an NBO analysis.
CARTESIAN COORDINATES (ANGSTROEM)
O1 1.2360 -1.6565 0.9621  -0.584
C1 2.1735 -1.7455 0.2408  0.989
O2 3.2207 -2.5716 0.4383  -0.485
C2 4.0864 -2.3994 -0.7167  -0.089
C3 3.7918 -0.9646 -1.0037  0.067
C4 4.3945 -0.3144 -2.2156  -0.417
C5 3.6575 0.8921 -2.7731  -0.416
C6 3.0629 1.8618 -1.7469  -0.525
S1 1.3306 2.2899 -2.0440  0.241
C7 0.4788 1.1810 -0.9427  -0.093
S2 0.4428 1.3805 0.6496  0.088
N1 -0.1828 0.1368 -1.5748  -0.449
C8 -0.5676 -1.0559 -0.9989  -0.093
C9 -1.1746 -1.7539 -1.9751  -0.086
N2 -1.2076 -1.0385 -3.1599  -0.444
C10 -0.6054 0.0768 -2.8960  0.186
O3 2.3560 -1.0198 -0.8986  -0.515
H1 5.1111 -2.6950 -0.5513  0.214
H2 3.6500 -3.0413 -1.4780  0.191
H3 4.1500 -0.4378 -0.1132  0.177
H4 4.4631 -1.0502 -3.0148  0.217
H5 5.4158 -0.0680 -1.9480  0.222
H6 4.3893 1.4458 -3.3524  0.218
H7 2.8993 0.5899 -3.4819  0.227
H8 3.5386 2.8300 -1.8318  0.235
H9 3.1954 1.5432 -0.7198  0.232
H10 -0.4062 -1.3273 0.0228  0.273
H11 -1.5900 -2.7382 -1.8991  0.209
H12 -0.4357 0.8840 -3.5770  0.216
C11 -6.2887 1.1488 -1.8415  -0.410
N3 -5.4949 2.2387 -1.3098  -0.619
C12 -4.2076 2.2058 -0.8675  0.677
C13 -3.4919 0.8764 -0.9286  -0.726
O4 -3.6661 3.2131 -0.4471  -0.626
H13 -6.6099 1.3665 -2.8617  0.195
H14 -7.1787 0.9855 -1.2311  0.195
H15 -5.7080 0.2332 -1.8539  0.213
H16 -5.9188 3.1503 -1.2444  0.399
H17 -2.4887 1.0181 -0.5390  0.239
H18 -4.0007 0.1285 -0.3197  0.227
H19 -3.4261 0.5146 -1.9562  0.232
C14 1.0062 -0.5654 3.8656  -0.417
N4 0.1550 0.3918 4.5515  -0.617
C15 -0.8866 0.1450 5.3885  0.675
C16 -1.2266 -1.3058 5.6528  -0.721
O5 -1.5146 1.0555 5.9009  -0.629
H20 2.0457 -0.4243 4.1677  0.187
H21 0.9394 -0.4260 2.7877  0.222
H22 0.7083 -1.5798 4.1047  0.209
H23 0.3319 1.3738 4.4098  0.399
H24 -2.0715 -1.3330 6.3330  0.242
H25 -1.4967 -1.8178 4.7287  0.225
H26 -0.3851 -1.8276 6.1096  0.222

Atoms 1-6, force components in eV/Å:
0.38 -0.47 0.37
0.04 -0.20 -0.13
0.34 -0.09 0.00
-0.68 -0.54 -0.20
0.82 0.12 0.42
-0.55 -0.67 -0.50

---

[3]
Below is 2 unconnected molecules or ions with the total composition C5H8ClN2 in a non-equilibrium geometry, with properties calculated with ωB97M-V/def2-TZVPD.

Summary:
HOMO energy = -12.898 eV
ΔE to the lowest compared entry with this formula, charge and spin = 152.4 kcal/mol
Charge = +1
LUMO level = -6.10 eV
Gap between HOMO and LUMO = 6.799 eV

Each line ends with the natural charge from an NBO analysis.
CARTESIAN COORDINATES (ANGSTROEM)
C1 0.9055 -0.4906 0.1465  0.229
C2 1.5894 -3.4473 0.7532  -0.480
C3 2.3179 -2.5148 0.2279  0.213
C4 -0.6645 2.5702 0.4643  -0.408
C5 -1.7529 0.9698 -1.0348  -0.409
N1 0.0364 0.3205 0.1417  -0.217
N2 -0.9134 1.1931 0.1175  -0.217
Cl1 3.6641 -2.0292 -0.5508  0.336
H1 2.0248 -4.4982 0.9880  0.333
H2 0.5309 -3.4390 1.0321  0.313
H3 -0.3378 3.1357 -0.4174  0.206
H4 -1.5597 2.9085 0.9053  0.230
H5 -0.0478 2.5947 1.2770  0.225
H6 -1.3879 0.0568 -1.4957  0.217
H7 -2.8074 0.9359 -0.8145  0.226
H8 -1.5977 1.7338 -1.7404  0.203

Atoms 1-6, force components in eV/Å:
-1.93 1.12 0.05
0.07 -1.41 0.45
-0.12 0.15 -0.28
-0.54 -0.48 -1.51
-0.23 -0.93 -0.30
4.27 -2.68 0.56

---

[4]
Below is a molecular structure, C38H45GeHgN5P2S2Se in a non-equilibrium geometry, with properties calculated with ωB97M-V/def2-TZVPD.

Summary:
HOMO energy (spin up / spin down) = -1.014 / -4.123 eV
Multiplicity = 2
ΔE to the lowest compared entry with this formula, charge and spin = 4.1 kcal/mol
Charge = -1
LUMO level (spin up / spin down) = 2.18 / 2.18 eV
Gap between HOMO and LUMO (spin up / spin down) = 3.190 / 6.299 eV

Each line ends with the Mulliken spin population.
CARTESIAN COORDINATES (ANGSTROEM)
Hg1 -0.7043 -0.8110 -2.0430  -0.014
S1 2.2250 -0.4710 -0.1312  0.003
P1 1.0778 -2.0766 0.2137  0.001
C1 -0.7015 -1.7318 -0.2100  0.027
P2 -2.4790 -1.9459 0.2932  -0.002
S2 -3.4399 -0.3522 -0.3860  0.001
C2 -3.1003 -3.5334 -0.3500  -0.004
C3 -3.7228 -3.5315 -1.6179  0.007
C4 -4.0418 -4.7225 -2.1953  -0.002
C5 -3.8553 -5.9427 -1.5405  0.000
C6 -3.3072 -5.9096 -0.2658  0.000
C7 -2.8251 -4.7549 0.3010  0.001
C8 -2.6647 -1.8445 2.0639  0.001
C9 -3.6137 -2.6638 2.5923  -0.001
C10 -3.7840 -2.6894 3.9744  0.000
C11 -2.9626 -1.8541 4.7398  0.000
C12 -2.1486 -0.8975 4.1820  0.000
C13 -1.9802 -0.8969 2.8262  0.001
C14 1.6996 -3.5589 -0.6325  0.003
C15 3.0849 -3.6832 -0.7268  -0.001
C16 3.6073 -4.8679 -1.2945  0.002
C17 2.7651 -5.9353 -1.4254  -0.001
C18 1.3421 -5.8563 -1.2199  0.001
C19 0.8060 -4.6195 -0.9619  -0.003
C20 1.2982 -2.3069 1.9966  0.000
C21 1.4668 -1.2109 2.8547  0.001
C22 1.3005 -1.4436 4.2579  -0.001
C23 1.2961 -2.7110 4.7630  0.001
C24 1.3182 -3.7813 3.8852  -0.001
C25 1.2818 -3.6506 2.5205  0.001
H1 -3.9545 -2.5875 -2.1040  0.002
H2 -4.3665 -4.7414 -3.2008  0.000
H3 -4.1566 -6.8344 -2.0719  0.000
H4 -3.0642 -6.8873 0.1395  0.000
H5 -2.3683 -4.8071 1.3098  0.000
H6 -4.2021 -3.3450 1.9886  0.000
H7 -4.4138 -3.4097 4.5123  0.000
H8 -2.9289 -2.1035 5.7623  0.000
H9 -1.7238 -0.1215 4.7614  0.000
H10 -1.2929 -0.2270 2.3308  0.000
H11 3.6916 -2.8289 -0.4515  -0.001
H12 4.6386 -4.9087 -1.6294  0.000
H13 3.1651 -6.9289 -1.7143  0.000
H14 0.6647 -6.6896 -1.3802  0.000
H15 -0.2752 -4.4697 -0.9866  0.000
H16 1.7230 -0.2264 2.4533  0.000
H17 1.1746 -0.5849 4.9020  0.000
H18 1.1765 -2.8761 5.8115  0.000
H19 1.3706 -4.7698 4.3368  0.000
H20 1.1298 -4.5140 1.8501  0.000
N1 1.8905 -0.6360 -6.6824  0.042
C26 0.9389 0.3402 -6.8518  0.605
N2 1.1109 1.2879 -7.7963  0.096
N3 -0.2440 0.4546 -6.2211  -0.069
C27 -0.3891 0.1301 -4.9809  0.139
N4 -0.6630 0.0537 -3.8324  0.072
H21 2.7697 -0.5053 -7.1392  0.005
H22 2.0140 -0.9636 -5.7356  0.040
H23 2.0093 1.3757 -8.2770  0.012
H24 0.3901 2.0212 -7.8623  0.011
N5 1.9279 4.3805 -1.7307  -0.003
C28 2.5988 4.8066 -2.8394  0.005
C29 2.2625 4.3130 -4.1184  -0.038
C30 2.9938 4.6928 -5.2466  0.053
C31 3.9778 5.6707 -5.1934  -0.010
C32 4.2816 6.2399 -3.9703  0.008
C33 3.6411 5.7373 -2.8127  -0.002
H25 1.0504 3.8476 -1.7535  0.001
H26 2.1109 4.7613 -0.7911  0.001
H27 1.4207 3.6697 -4.2306  -0.005
H28 2.7628 4.2531 -6.1942  0.019
H29 4.5740 6.0754 -6.0375  -0.005
H30 5.0323 7.0646 -3.9371  0.001
H31 3.8658 6.1687 -1.8275  0.000
C34 1.2317 3.3520 2.9362  0.000
Ge1 -0.1636 4.5452 3.7068  0.000
C35 -1.3424 3.7103 5.0315  0.000
C36 0.8762 5.9976 4.5450  0.000
C37 -1.5933 4.8480 2.3083  0.000
Se1 -1.6014 3.2150 1.1607  0.000
C38 -3.2757 3.4242 0.2680  0.000
H32 2.1636 3.4309 3.4903  0.000
H33 1.4484 3.7114 1.9239  0.000
H34 0.9107 2.3005 2.8869  0.000
H35 -1.4062 2.6299 4.9003  0.000
H36 -2.4051 4.0397 4.9540  0.000
H37 -0.9032 3.8998 6.0358  0.000
H38 1.7844 5.5287 4.8954  0.000
H39 0.2881 6.3616 5.3922  0.000
H40 1.1347 6.9126 4.0393  0.000
H41 -1.4484 5.7147 1.6827  0.000
H42 -2.5907 4.8802 2.7342  0.000
H43 -3.8877 4.2493 0.6534  0.000
H44 -3.8099 2.4476 0.1628  0.000
H45 -2.9638 3.6768 -0.7291  0.000

Atoms 1-6, force components in eV/Å:
-0.07 -0.51 0.97
-0.11 -0.35 -0.71
-2.44 2.17 -0.38
0.20 -0.68 0.78
3.63 1.60 -1.16
-0.50 -0.24 -0.52

---

[5]
Below is a molecular structure, C26H20IMoN2O4SbSe4, with properties calculated with ωB97M-V/def2-TZVPD.

Summary:
HOMO energy = -13.714 eV
ΔE to the lowest compared entry with this formula, charge and spin = 21.8 kcal/mol
Charge = +2
LUMO level = -7.86 eV
Gap between HOMO and LUMO = 5.857 eV

Each line ends with the natural charge from an NBO analysis.
CARTESIAN COORDINATES (ANGSTROEM)
Mo1 0.2483 -0.2768 0.7436  0.843
Se1 -5.5561 2.7003 0.7840  -0.322
Sb1 -3.4078 3.3483 0.3386  0.831
Se2 0.3861 2.4358 -0.0917  0.201
Se3 -0.6685 0.9653 -1.4946  0.322
Se4 -2.9529 1.3803 -1.3511  -0.262
C1 6.4814 0.2381 2.5732  -0.146
C2 5.3747 0.4423 3.3855  -0.199
C3 4.1031 0.3677 2.8449  -0.174
C4 3.9389 0.0978 1.4859  -0.049
C5 5.0553 -0.1174 0.6718  -0.177
C6 6.3210 -0.0452 1.2202  -0.194
C7 2.5956 0.0542 0.9190  -0.163
C8 2.0590 -0.0492 -0.2781  -0.026
C9 2.4208 0.0534 -1.6742  -0.096
C10 3.2066 1.1234 -2.1177  -0.179
C11 3.5328 1.2269 -3.4594  -0.199
C12 3.0778 0.2735 -4.3619  -0.152
C13 2.2969 -0.7923 -3.9274  -0.191
C14 1.9647 -0.9015 -2.5897  -0.210
H1 7.4755 0.2952 2.9954  0.240
H2 5.5034 0.6561 4.4373  0.240
H3 3.2371 0.5208 3.4798  0.213
H4 4.9281 -0.3444 -0.3787  0.221
H5 7.1883 -0.2124 0.5963  0.238
H6 1.8636 0.1326 1.8015  0.235
H7 3.5636 1.8577 -1.4064  0.231
H8 4.1432 2.0508 -3.8033  0.243
H9 3.3368 0.3579 -5.4088  0.242
H10 1.9560 -1.5363 -4.6347  0.236
H11 1.3752 -1.7400 -2.2334  0.217
O1 1.2947 -3.8066 -0.3524  -0.697
C15 0.7982 -4.7356 0.5212  0.425
C16 0.9973 -6.0897 0.2835  -0.308
C17 0.4631 -7.0386 1.1354  -0.123
C18 -0.2936 -6.6551 2.2384  -0.237
C19 -0.4922 -5.3144 2.4789  -0.104
C20 0.0560 -4.3335 1.6405  -0.312
C21 -0.2018 -2.9420 2.0348  0.795
O2 -0.9760 -2.5789 2.8757  -0.551
O3 0.5706 -1.9914 1.3907  -0.643
H12 1.8443 -4.2685 -0.9978  0.494
H13 1.5740 -6.3986 -0.5814  0.222
H14 0.6359 -8.0872 0.9335  0.239
H15 -0.7115 -7.3977 2.9025  0.241
H16 -1.0640 -4.9830 3.3350  0.245
I1 -5.4714 -1.3062 2.3012  0.289
C22 -3.8996 -1.7005 1.0110  -0.185
C23 -3.9786 -2.6813 0.0341  -0.140
C24 -2.8764 -2.9143 -0.7767  -0.202
C25 -1.7331 -2.1714 -0.5876  0.030
N1 -1.6636 -1.2091 0.3489  -0.459
C26 -2.7239 -0.9788 1.1345  0.041
H17 -4.8819 -3.2641 -0.0883  0.259
H18 -2.8995 -3.6765 -1.5426  0.257
H19 -0.8388 -2.3468 -1.1737  0.229
H20 -2.6330 -0.2214 1.8985  0.225
O4 -1.2275 1.7348 2.3798  -0.202
N2 -0.5717 1.1338 1.6449  0.156

Atoms 1-6, force components in eV/Å:
-0.13 0.53 -0.55
-0.28 -0.07 0.02
0.22 0.25 0.08
-0.17 -0.05 0.02
0.47 0.10 -0.06
-0.12 -0.23 -0.03

---

[6]
Below is C3H7N3O2 in the gas phase in a non-equilibrium geometry, with properties calculated with ωB97M-V/def2-TZVPD.

Summary:
HOMO energy = -8.319 eV
ΔE to the lowest compared entry with this formula, charge and spin = 108.0 kcal/mol
LUMO level = 0.57 eV
Gap between HOMO and LUMO = 8.892 eV

Each line ends with the natural charge from an NBO analysis.
CARTESIAN COORDINATES (ANGSTROEM)
C1 0.7629 -2.1086 -0.0948  -0.539
C2 -0.0785 -1.0792 0.0365  0.389
N1 -1.2192 -1.1218 0.7812  -0.869
N2 -0.0150 0.0500 -1.1095  -0.639
C3 0.1989 1.2230 -0.4977  0.637
O1 0.3015 2.3497 -1.2256  -0.650
N3 0.2703 1.1994 0.8126  -0.319
O2 -0.1014 2.4507 1.3633  -0.582
H1 0.5297 -3.0615 0.3659  0.203
H2 1.6031 -2.0867 -0.7752  0.203
H3 -1.5987 -2.0337 0.9962  0.403
H4 -1.4792 -0.2180 1.1668  0.419
H5 0.5252 -0.1234 -1.9485  0.389
H6 0.0830 2.1675 -2.1480  0.485
H7 0.2174 2.3924 2.2768  0.470

Atoms 1-6, force components in eV/Å:
-0.01 0.22 -0.43
0.30 -0.34 -3.27
-0.09 0.98 -0.47
-0.08 -2.42 2.39
0.51 1.44 2.33
-0.23 -0.06 -0.01

---

What is the ΔE to the lowest compared entry with this formula, charge and spin in the second record? 9.8 kcal/mol